Density functional theory data (ωB97M-V/def2-TZVPD) for a cluster of 2 separate species, C3H8OS in total.

```
13
C3H8OS (ωB97M-V/def2-TZVPD)
C 1.94 -1.80 -0.27
C 1.12 -1.32 0.90
O 0.17 -0.58 0.80
H 1.47 -1.78 -1.25
H 2.30 -2.84 -0.15
H 2.85 -1.21 -0.47
H 1.56 -1.35 1.96
C -1.74 1.56 0.17
S -1.63 2.32 -1.48
H -2.73 1.58 0.63
H -1.53 0.59 -0.25
H -0.97 1.84 0.88
H -2.81 2.99 -1.45
```

Computed properties:
E_tot ... -592.47742 hartree
SMILES string ... CC=O.CS
Relative energy (zero: lowest compared OMol25 entry of this formula, charge and spin) ... 1.1057 eV
Orbital gap ... 9.434 eV

Which charges does natural (NBO) predict for the atoms? In e, they are:
1 C -0.740
2 C 0.437
3 O -0.524
4 H 0.239
5 H 0.230
6 H 0.250
7 H 0.111
8 C -0.724
9 S -0.075
10 H 0.220
11 H 0.238
12 H 0.219
13 H 0.120

---

Density functional theory data (ωB97M-V/def2-TZVPD) for a cluster of 2 separate species, C3H8OS in total.

```
13
C3H8OS (ωB97M-V/def2-TZVPD)
C -0.35 1.53 -2.40
O -1.07 0.61 -2.13
H -0.31 1.93 -3.42
H 0.31 1.99 -1.65
C -0.93 -1.21 0.74
S 0.27 0.10 0.87
C 1.61 -0.75 1.72
H -0.90 -1.86 1.60
H -0.80 -1.80 -0.16
H -1.93 -0.79 0.67
H 2.55 -0.24 1.47
H 1.50 -0.67 2.80
H 1.69 -1.79 1.43
```

Computed properties:
E_tot ... -592.48465 hartree
SMILES string ... C=O.CSC
Relative energy (zero: lowest compared OMol25 entry of this formula, charge and spin) ... 0.9089 eV
Orbital gap ... 9.256 eV

Which charges does natural (NBO) predict for the atoms? In e, they are:
1 C 0.281
2 O -0.501
3 H 0.102
4 H 0.116
5 C -0.756
6 S 0.187
7 C -0.750
8 H 0.214
9 H 0.217
10 H 0.235
11 H 0.226
12 H 0.211
13 H 0.217

---

Density functional theory data (ωB97M-V/def2-TZVPD) for an isolated molecule of C3H8OS2.

```
14
C3H8OS2 (ωB97M-V/def2-TZVPD)
O 0.62 -0.68 1.44
C 0.36 0.30 0.42
C 0.50 -0.25 -1.00
S 2.21 -0.65 -1.43
C -1.15 0.72 0.72
S -2.44 -0.61 1.19
H 1.55 -1.04 1.23
H 1.09 1.17 0.57
H -0.04 0.26 -1.75
H 0.04 -1.20 -0.91
H 2.54 0.52 -1.87
H -1.14 1.26 1.63
H -1.57 1.29 -0.14
H -2.57 -1.08 -0.09
```

Computed properties:
E_tot ... -990.68352 hartree
SMILES string ... OC(CS)CS
Relative energy (zero: lowest compared OMol25 entry of this formula, charge and spin) ... 0.7370 eV
Orbital gap ... 9.775 eV

Which charges does natural (NBO) predict for the atoms? In e, they are:
1 O -0.721
2 C 0.080
3 C -0.560
4 S -0.028
5 C -0.493
6 S -0.050
7 H 0.475
8 H 0.173
9 H 0.227
10 H 0.231
11 H 0.113
12 H 0.223
13 H 0.214
14 H 0.117

---

Density functional theory data (ωB97M-V/def2-TZVPD) for a cluster of 2 separate species, C3H8OS2 in total.

```
14
C3H8OS2 (ωB97M-V/def2-TZVPD)
S -0.43 -2.87 0.96
C -0.82 -2.90 -0.68
S 0.06 -1.84 -1.85
H -1.58 -3.55 -1.19
H 0.75 -1.10 -1.03
C 0.26 2.16 -0.21
C -0.05 1.09 0.80
O 0.81 0.00 0.67
H -0.73 2.75 -0.18
H 1.17 2.72 0.04
H 0.47 1.73 -1.15
H -1.05 0.74 0.55
H 0.10 1.56 1.79
H 1.05 -0.49 1.49
```

Computed properties:
E_tot ... -990.65390 hartree
SMILES string ... S=CS.CCO
Relative energy (zero: lowest compared OMol25 entry of this formula, charge and spin) ... 1.5428 eV
Orbital gap ... 8.249 eV

Which charges does natural (NBO) predict for the atoms? In e, they are:
1 S -0.034
2 C -0.429
3 S 0.051
4 H 0.224
5 H 0.174
6 C -0.617
7 C -0.063
8 O -0.758
9 H 0.211
10 H 0.207
11 H 0.208
12 H 0.160
13 H 0.168
14 H 0.498

---

Density functional theory data (ωB97M-V/def2-TZVPD) for a structure of composition C3H8OSi.

```
13
C3H8OSi (ωB97M-V/def2-TZVPD)
C 0.79 -0.02 0.55
C 1.72 0.74 -0.32
C 0.04 -1.10 -0.10
O 0.66 0.22 1.73
Si -2.09 0.02 -0.06
H 1.37 1.17 -1.20
H 2.05 1.73 0.22
H 2.64 0.19 -0.49
H 0.25 -1.56 -1.07
H -0.22 -1.80 0.72
H -2.16 0.82 -1.20
H -2.11 0.75 1.19
H -2.95 -1.16 0.01
```

Computed properties:
E_tot ... -483.75573 hartree
Relative energy (zero: lowest compared OMol25 entry of this formula, charge and spin) ... 2.3645 eV
Orbital gap ... 9.678 eV

Which charges does natural (NBO) predict for the atoms? In e, they are:
1 C 0.520
2 C -0.723
3 C -0.743
4 O -0.585
5 Si 0.843
6 H 0.226
7 H 0.225
8 H 0.238
9 H 0.232
10 H 0.237
11 H -0.175
12 H -0.140
13 H -0.155

---

Density functional theory data (ωB97M-V/def2-TZVPD) for a cluster of 2 separate species, C3H8S in total.

```
12
C3H8S (ωB97M-V/def2-TZVPD)
C -0.15 -1.18 0.32
C -0.61 0.26 0.48
S 2.76 -0.48 0.10
C -0.16 1.11 -0.70
H -0.41 -1.78 1.19
H -0.56 -1.66 -0.57
H 0.98 -1.24 0.23
H -1.70 0.31 0.52
H -0.22 0.67 1.41
H -0.35 2.18 -0.60
H -0.52 0.76 -1.66
H 0.94 1.04 -0.71
```

Computed properties:
E_tot ... -517.15079 hartree
Relative energy (zero: lowest compared OMol25 entry of this formula, charge and spin) ... 3.5318 eV
Orbital gap ... 6.475 eV

Which charges does natural (NBO) predict for the atoms? In e, they are:
1 C -0.470
2 C -0.416
3 S -0.163
4 C -0.616
5 H 0.228
6 H 0.221
7 H 0.149
8 H 0.213
9 H 0.212
10 H 0.215
11 H 0.203
12 H 0.225

---

Density functional theory data (ωB97M-V/def2-TZVPD) for a cluster of 2 separate species, C3H8S in total.

```
12
C3H8S (ωB97M-V/def2-TZVPD)
C 1.25 0.62 -0.63
C 0.29 -0.47 -0.18
C -1.17 -0.01 0.05
S -2.07 -1.10 1.16
H 1.99 0.41 -1.42
H 0.65 1.44 -1.04
H 1.76 1.06 0.22
H 0.58 -0.86 0.81
H 0.23 -1.33 -0.86
H -1.12 1.02 0.39
H -1.69 -0.16 -0.91
H -0.70 -0.62 2.41
```

Computed properties:
E_tot ... -517.19821 hartree
Relative energy (zero: lowest compared OMol25 entry of this formula, charge and spin) ... 2.2414 eV
Orbital gap ... 8.570 eV

Which charges does natural (NBO) predict for the atoms? In e, they are:
1 C -0.623
2 C -0.411
3 C -0.544
4 S 0.014
5 H 0.221
6 H 0.203
7 H 0.210
8 H 0.203
9 H 0.209
10 H 0.208
11 H 0.221
12 H 0.089

---

Density functional theory data (ωB97M-V/def2-TZVPD) for a cluster of 2 separate species, C3H8S2 in total.

```
13
C3H8S2 (ωB97M-V/def2-TZVPD)
C -2.13 0.04 -1.13
C -2.51 -0.74 -2.20
H -2.04 1.10 -0.92
H -1.68 -0.50 -0.31
H -3.37 -0.31 -2.75
H -2.14 -1.68 -2.60
C 2.10 1.18 1.98
S 1.82 0.56 0.17
S 1.00 -1.31 0.61
H 1.35 0.98 2.79
H 2.99 0.58 2.24
H 2.52 2.22 1.79
H 2.09 -2.10 0.31
```

Computed properties:
E_tot ... -915.38168 hartree
SMILES string ... C=C.CSS
Relative energy (zero: lowest compared OMol25 entry of this formula, charge and spin) ... 2.5929 eV
Orbital gap ... 9.486 eV

Which charges does natural (NBO) predict for the atoms? In e, they are:
1 C -0.385
2 C -0.396
3 H 0.209
4 H 0.177
5 H 0.183
6 H 0.209
7 C -0.714
8 S 0.053
9 S -0.155
10 H 0.239
11 H 0.214
12 H 0.228
13 H 0.139

---

Density functional theory data (ωB97M-V/def2-TZVPD) for a cluster of 2 separate species, C3H8Si in total.

```
12
C3H8Si (ωB97M-V/def2-TZVPD)
C -0.20 -1.47 -0.14
C -0.58 -0.28 0.25
C -1.19 0.95 -0.45
Si 3.14 0.00 -0.28
H 0.47 -2.13 0.39
H -0.43 -1.72 -1.26
H -0.38 1.40 -0.95
H -1.62 1.63 0.21
H -1.98 0.66 -1.22
H 2.68 -0.38 1.12
H 1.72 0.66 -0.64
H -0.27 -0.21 1.29
```

Computed properties:
E_tot ... -408.43821 hartree
Relative energy (zero: lowest compared OMol25 entry of this formula, charge and spin) ... 2.8164 eV
Orbital gap ... 7.668 eV

Which charges does natural (NBO) predict for the atoms? In e, they are:
1 C -0.425
2 C -0.155
3 C -0.643
4 Si 0.574
5 H 0.206
6 H 0.174
7 H 0.226
8 H 0.218
9 H 0.216
10 H -0.294
11 H -0.287
12 H 0.190

---

Density functional theory data (ωB97M-V/def2-TZVPD) for a cluster of 2 separate species, C3H9BO2S in total.

```
16
C3H9BO2S (ωB97M-V/def2-TZVPD)
B -0.04 1.91 0.86
C 0.89 -2.83 -0.45
C 0.55 1.79 -0.59
C -1.47 -1.67 -0.37
O -0.07 3.22 1.33
O -0.56 0.77 1.27
S -0.74 -2.59 -1.43
H 0.84 -2.21 0.38
H 1.66 -2.42 -1.12
H 1.07 -3.99 -0.39
H 1.34 2.59 -0.90
H 0.90 0.79 -0.98
H -0.38 2.01 -1.21
H -2.54 -1.46 -0.68
H -0.46 3.40 2.19
H -0.99 0.70 2.09
```

Computed properties:
E_tot ... -693.19212 hartree
Relative energy (zero: lowest compared OMol25 entry of this formula, charge and spin) ... 2.9219 eV
Orbital gap ... 8.578 eV

Which charges does natural (NBO) predict for the atoms? In e, they are:
1 B 1.087
2 C -0.724
3 C -0.992
4 C -0.565
5 O -0.892
6 O -0.861
7 S 0.448
8 H 0.242
9 H 0.211
10 H 0.224
11 H 0.226
12 H 0.226
13 H 0.235
14 H 0.163
15 H 0.484
16 H 0.487

---

Density functional theory data (ωB97M-V/def2-TZVPD) for a cluster of 2 separate species, C3H9BOS in total.

```
15
C3H9BOS (ωB97M-V/def2-TZVPD)
O -2.48 0.17 -2.12
B -2.04 -0.82 -2.54
S -1.55 -2.24 -3.48
H -1.34 -1.71 -4.67
C 1.54 1.11 1.98
C 0.15 0.85 1.25
C 0.12 -0.60 0.27
H 1.56 0.55 2.89
H 1.71 2.20 1.96
H 2.27 0.60 1.35
H -0.38 0.87 2.20
H -0.05 1.79 0.84
H -0.49 -1.42 0.43
H 1.28 -0.82 0.37
H -0.27 -0.52 -0.70
```

Computed properties:
E_tot ... -617.94773 hartree
SMILES string ... O=BS.CCC
Relative energy (zero: lowest compared OMol25 entry of this formula, charge and spin) ... 2.1029 eV
Orbital gap ... 10.906 eV

Which charges does natural (NBO) predict for the atoms? In e, they are:
1 O -0.765
2 B 0.820
3 S -0.240
4 H 0.184
5 C -0.611
6 C -0.389
7 C -0.616
8 H 0.203
9 H 0.215
10 H 0.191
11 H 0.201
12 H 0.199
13 H 0.208
14 H 0.201
15 H 0.201

---

Density functional theory data (ωB97M-V/def2-TZVPD) for a structure of composition C3H9BS.

```
14
C3H9BS (ωB97M-V/def2-TZVPD)
B 0.01 -0.20 0.11
C 0.22 1.24 0.37
C 1.21 -1.25 -0.27
C -1.38 -0.80 0.27
S -2.86 0.18 0.01
H 0.76 1.47 1.24
H -0.75 1.83 0.39
H 0.77 1.69 -0.45
H 1.54 -1.22 -1.32
H 0.97 -2.30 0.05
H 2.25 -1.24 0.32
H -1.23 -1.95 -0.54
H -1.46 -1.16 1.28
H -2.36 0.63 -1.28
```

Computed properties:
E_tot ... -542.66998 hartree
Relative energy (zero: lowest compared OMol25 entry of this formula, charge and spin) ... 2.0754 eV
Orbital gap ... 9.298 eV

Which charges does natural (NBO) predict for the atoms? In e, they are:
1 B 0.887
2 C -1.051
3 C -0.992
4 C -0.904
5 S 0.006
6 H 0.264
7 H 0.234
8 H 0.252
9 H 0.249
10 H 0.228
11 H 0.232
12 H 0.203
13 H 0.265
14 H 0.126